Formula: C37H49GaN9O4S
Source: OMol25
Level of theory: wB97M-V/def2-TZVPD

Positions of all 101 atoms, in Å:
Ga (-0.48, 0.56, -0.20)
C (-0.84, -2.96, 3.54)
O (-1.57, -1.73, 3.70)
C (-1.28, -0.97, 2.66)
N (-0.43, -1.38, 1.80)
C (0.05, -2.71, 2.29)
C (0.05, -3.87, 1.31)
C (-0.20, -5.16, 1.75)
C (-0.09, -6.24, 0.89)
C (0.31, -6.05, -0.42)
C (0.58, -4.77, -0.88)
C (0.44, -3.69, -0.02)
C (-1.98, 0.32, 2.58)
C (-2.78, 0.77, 3.63)
C (-3.42, 1.99, 3.51)
C (-3.28, 2.72, 2.34)
C (-2.46, 2.20, 1.35)
N (-1.81, 1.04, 1.47)
C (-2.21, 2.86, 0.06)
N (-1.45, 2.31, -0.80)
C (-1.27, 3.25, -1.92)
C (-2.36, 4.30, -1.61)
O (-2.75, 4.01, -0.24)
C (-1.31, 2.60, -3.27)
C (-1.93, 3.20, -4.36)
C (-1.89, 2.62, -5.62)
C (-1.20, 1.43, -5.81)
C (-0.55, 0.83, -4.74)
C (-0.61, 1.42, -3.49)
H (-1.57, -3.76, 3.38)
H (-0.28, -3.15, 4.45)
H (1.09, -2.58, 2.61)
H (-0.46, -5.36, 2.78)
H (-0.31, -7.24, 1.25)
H (0.43, -6.90, -1.09)
H (0.91, -4.61, -1.89)
H (0.65, -2.70, -0.38)
H (-2.87, 0.17, 4.52)
H (-4.03, 2.37, 4.32)
H (-3.79, 3.66, 2.18)
H (-0.27, 3.69, -1.79)
H (-3.25, 4.19, -2.24)
H (-2.01, 5.33, -1.66)
H (-2.43, 4.15, -4.24)
H (-2.39, 3.10, -6.45)
H (-1.16, 0.98, -6.79)
H (0.01, -0.09, -4.89)
H (0.65, 0.13, -2.74)
C (3.33, -4.31, 0.50)
C (4.23, -3.28, 1.19)
C (3.74, -2.91, 2.59)
C (4.45, -2.04, 0.30)
N (3.20, -1.44, -0.18)
C (2.24, -0.79, 0.47)
N (1.30, -0.50, -0.41)
N (1.71, -0.99, -1.60)
N (2.84, -1.55, -1.46)
H (3.20, -5.18, 1.15)
H (3.77, -4.65, -0.43)
H (2.33, -3.91, 0.28)
H (5.22, -3.72, 1.30)
H (2.73, -2.50, 2.58)
H (4.41, -2.19, 3.06)
H (3.72, -3.80, 3.21)
H (4.99, -2.32, -0.60)
H (5.01, -1.29, 0.84)
H (2.24, -0.51, 1.51)
O (0.03, 0.80, -2.41)
S (-2.31, -0.98, -0.96)
C (-2.60, -1.17, -2.75)
C (-4.07, -1.57, -2.77)
C (-4.81, -0.52, -1.93)
C (-3.94, -0.16, -0.72)
H (-1.92, -1.93, -3.13)
H (-2.43, -0.22, -3.24)
H (-4.18, -2.56, -2.34)
H (-4.44, -1.60, -3.80)
H (-5.77, -0.90, -1.61)
H (-4.99, 0.37, -2.53)
H (-4.34, -0.55, 0.22)
H (-3.80, 0.92, -0.62)
C (3.41, 4.46, 0.20)
N (2.46, 3.36, -0.02)
C (2.58, 2.70, -1.32)
C (1.62, 2.83, 0.89)
O (0.86, 1.88, 0.52)
N (1.56, 3.21, 2.18)
C (0.70, 2.46, 3.09)
C (2.20, 4.33, 2.89)
H (3.96, 4.62, -0.72)
H (4.14, 4.22, 0.97)
H (2.90, 5.39, 0.43)
H (2.95, 3.40, -2.06)
H (1.62, 2.32, -1.65)
H (3.29, 1.86, -1.26)
H (0.55, 1.44, 2.74)
H (-0.28, 2.95, 3.20)
H (1.18, 2.43, 4.07)
H (2.72, 5.01, 2.25)
H (2.90, 3.93, 3.63)
H (1.43, 4.89, 3.42)

Energy relative to the best compared isomer or geometry (same formula, charge and spin): 49.1 kJ/mol
Frontier orbital gap: 6.983 eV
LUMO: -0.321 hartree
Electronic energy: -123954.7987 eV
Charge: +3
E_HOMO: -15.7156 eV
Max |F|: 0.020 Eh/bohr

=====

Formula: H80O40
Source: OMol25
Level of theory: wB97M-V/def2-TZVPD

Positions of all 120 atoms, in Å:
H (5.08, -4.15, -1.15)
H (4.12, -4.02, -2.33)
O (4.17, -4.31, -1.44)
H (0.98, 2.03, 3.36)
H (0.73, 2.50, 5.01)
O (0.94, 1.77, 4.28)
H (-1.99, 1.60, -5.77)
H (-0.41, 2.52, -6.01)
O (-1.13, 1.81, -6.36)
H (-3.56, 3.06, -1.12)
H (-4.25, 2.39, 0.10)
O (-3.41, 2.43, -0.39)
H (2.84, -0.91, 2.85)
H (2.06, -0.87, 1.51)
O (2.75, -0.48, 2.05)
H (-2.98, -0.75, 5.64)
O (-3.98, -1.02, 5.54)
H (0.73, -0.65, 6.16)
O (1.45, -1.25, 6.18)
H (0.33, -3.96, 3.73)
H (-0.95, -3.71, 2.83)
O (-0.13, -3.34, 3.17)
H (3.92, 5.17, 1.77)
H (4.26, 3.61, 1.20)
O (4.09, 4.50, 1.00)
H (-3.93, 0.66, -4.51)
H (-2.59, 0.21, -4.12)
O (-3.04, 0.51, -4.89)
H (-2.40, 4.45, 0.12)
H (-1.51, 4.14, 1.42)
O (-2.07, 4.83, 0.98)
H (-1.50, 2.98, -3.20)
O (-1.42, 3.55, -4.03)
H (-2.66, -2.74, -2.84)
H (-2.94, -1.34, -2.05)
O (-3.27, -1.90, -2.76)
H (5.01, 0.14, 0.13)
H (4.03, -0.79, 0.79)
O (3.97, 0.10, 0.26)
H (-5.33, 0.98, -2.55)
H (-6.51, 0.70, -1.52)
O (-5.55, 0.80, -1.70)
H (5.03, 2.93, -1.50)
H (5.44, 1.47, -1.45)
O (4.78, 2.14, -1.78)
H (-2.36, 0.96, 3.96)
H (-2.02, 1.79, 2.55)
O (-2.67, 1.09, 2.98)
H (3.00, 4.82, -3.10)
H (3.43, 3.58, -2.37)
O (2.81, 4.21, -2.45)
H (-0.52, -3.59, -1.40)
O (-1.00, -2.61, -1.47)
H (0.63, 2.15, 1.19)
H (-0.19, 1.05, 1.90)
O (-0.04, 2.00, 1.81)
H (2.73, 0.52, -1.36)
O (2.71, -0.02, -2.19)
H (-4.57, -1.41, 1.86)
H (-3.86, -0.21, 2.73)
O (-4.16, -1.18, 2.73)
H (1.92, 3.22, -0.85)
H (2.72, 3.89, 0.26)
O (2.40, 3.04, 0.00)
H (-2.79, -2.59, 3.60)
H (-1.80, -2.85, 4.78)
O (-2.52, -3.20, 4.40)
H (2.58, -3.44, 1.31)
H (3.93, -3.37, 0.80)
O (3.36, -2.94, 1.43)
H (-0.74, 3.40, -0.34)
H (-1.71, 2.22, -0.46)
O (-0.72, 2.46, -0.51)
H (0.28, 0.17, -4.47)
H (1.53, -0.30, -5.44)
O (0.81, 0.35, -5.43)
H (1.74, 4.68, 2.03)
H (1.07, 5.98, 1.45)
O (1.70, 5.73, 2.16)
H (-0.05, -0.67, 4.16)
H (-0.68, 0.81, 4.60)
O (-0.67, -0.26, 4.79)
H (-1.79, -2.69, -4.38)
H (-1.52, -1.70, -5.66)
O (-1.30, -2.58, -5.23)
H (0.13, -0.91, -2.02)
H (-0.66, 0.56, -1.94)
O (-0.58, -0.33, -2.20)
H (2.34, -5.42, -0.33)
O (1.93, -6.21, 0.07)
H (6.52, 0.22, 2.08)
H (6.33, 1.07, 0.97)
O (6.75, 0.17, 1.14)
H (-1.24, -2.74, -0.52)
H (-4.30, -1.77, 5.09)
H (3.03, 0.76, -2.73)
H (1.78, -1.07, 5.28)
H (-1.04, 4.27, -3.63)
H (0.97, -6.03, -0.04)
O (-6.27, -2.17, 0.00)
H (-5.76, -2.68, -0.47)
H (-5.58, -1.33, -0.18)
O (-2.77, -0.94, -0.54)
H (-3.44, -0.62, -1.08)
H (-1.94, -0.92, -1.10)
O (2.29, -3.42, -3.36)
H (1.45, -3.51, -3.15)
H (2.61, -2.59, -3.75)
O (-3.31, -5.90, -0.82)
H (-3.00, -5.49, -1.51)
H (-2.63, -6.26, -0.37)
O (-1.55, -5.52, 1.27)
H (-2.54, -5.81, 1.30)
H (-1.23, -6.40, 1.00)
O (3.40, 2.01, 2.75)
H (3.90, 1.91, 3.60)
H (3.36, 1.25, 2.31)
O (-0.17, 4.91, -1.27)
H (0.78, 4.88, -1.48)
H (-0.44, 5.75, -1.41)

Energy relative to the best compared isomer or geometry (same formula, charge and spin): 1643.6 kJ/mol
Frontier orbital gap: 8.458 eV
LUMO: -0.029 hartree
Electronic energy: -83188.7810 eV
E_HOMO: -9.2342 eV
Max |F|: 0.172 Eh/bohr

=====

Formula: C9H14N2
Source: OMol25
Level of theory: wB97M-V/def2-TZVPD

Positions of all 25 atoms, in Å:
C (-0.03, 1.92, -0.10)
C (-0.68, 0.77, 0.50)
C (1.30, 2.18, -0.03)
C (2.36, 1.32, 0.34)
C (-1.77, 0.21, 0.07)
C (1.95, -0.69, -1.20)
C (2.44, -0.07, 0.15)
C (-4.16, 0.08, 0.04)
C (1.29, -2.20, 0.60)
N (-2.82, -0.32, -0.32)
N (1.22, -0.91, -0.03)
H (-0.68, 2.66, -0.55)
H (-0.24, 0.36, 1.41)
H (1.61, 3.18, -0.31)
H (3.26, 1.80, 0.71)
H (1.55, 0.04, -1.90)
H (2.56, -1.47, -1.64)
H (3.31, -0.57, 0.57)
H (-4.15, 0.93, 0.72)
H (-4.68, -0.76, 0.52)
H (-4.72, 0.33, -0.86)
H (1.18, -2.09, 1.67)
H (0.47, -2.80, 0.22)
H (2.22, -2.75, 0.38)
H (-2.79, -1.12, -0.97)

Energy relative to the best compared isomer or geometry (same formula, charge and spin): 0.0 kJ/mol
Frontier orbital gap (alpha / beta): 8.136 / 5.893 eV
LUMO (alpha / beta): -0.274 / -0.433 hartree
2S+1: 3
Electronic energy: -12516.8943 eV
Charge: +2
E_HOMO (alpha / beta): -15.5853 / -17.6726 eV
Max |F|: 0.065 Eh/bohr